one:
31
Properties=species:S:1:pos:R:3 method="wB97M-V/def2-TZVPD" e_lumo_ev=0.194 orbital_gap_ev=9.03 charge=0
C 0.580 2.691 2.401
C 0.383 2.476 0.880
C 0.596 0.917 0.628
C 1.955 0.432 0.006
N 2.153 -1.017 -0.140
C 1.487 -1.862 -0.822
N 0.368 -1.646 -1.586
H 0.711 1.617 2.921
H 1.494 3.312 2.719
H -0.383 2.747 2.835
H -0.698 2.651 0.614
H 1.158 3.222 0.321
H -0.203 0.605 -0.038
H 0.394 0.475 1.629
H 2.627 0.884 0.867
H 2.140 1.108 -1.049
H 1.680 -3.018 -0.802
H -0.226 -0.835 -1.260
H -0.160 -2.364 -1.971
O 2.158 -1.219 2.900
H 1.589 -1.979 2.767
H 2.911 -1.548 2.306
O -3.114 -0.308 1.081
H -3.508 0.618 1.343
H -3.792 -0.581 0.501
O -3.560 -0.907 -2.160
H -2.704 -0.790 -2.426
H -3.252 -0.597 -1.265
O -1.122 0.359 -3.077
H -0.359 1.025 -3.131
H -1.975 0.762 -3.310


two:
31
Properties=species:S:1:pos:R:3 method="wB97M-V/def2-TZVPD" e_lumo_ev=0.352 orbital_gap_ev=9.94 smiles=NCNCCCCO.O.O.O charge=0
N -0.854 -2.836 -2.131
C 0.231 -2.310 -1.342
N -0.217 -1.102 -0.614
C 0.864 -0.371 0.074
C 0.924 -0.676 1.607
C 1.893 0.170 2.453
C 2.070 1.649 1.957
O 1.234 2.485 2.843
H -1.369 -3.556 -1.639
H -1.567 -2.170 -2.405
H 1.016 -1.960 -2.022
H 0.707 -3.121 -0.777
H -1.030 -1.273 -0.036
H 0.738 0.684 -0.169
H 1.832 -0.716 -0.272
H -0.070 -0.848 2.004
H 1.399 -1.670 1.554
H 2.857 -0.326 2.370
H 1.501 0.384 3.442
H 3.049 2.027 2.233
H 1.743 1.939 0.971
H 0.343 2.132 2.825
O -1.620 3.824 -0.834
H -1.921 3.426 -0.013
H -1.813 3.154 -1.489
O -3.217 -0.409 -1.139
H -2.465 -0.049 -1.674
H -3.558 0.186 -0.452
O -1.103 0.756 -2.342
H -0.671 0.057 -1.724
H -0.925 0.517 -3.259


Most favorable structure: two. The second most favorable one is 52.8 kcal/mol above it.